(1)
A molecular structure, C2H3O2Zn at a distorted geometry. Source: OMol25; level of theory: ωB97M-V/def2-TZVPD.

**Frontier orbital gap**: 6.67 eV
**HOMO level**: -15.200 eV
**Total charge**: +1

Atoms and positions in Å:
C: -1.784403 -1.218158 1.439301
O: -2.913611 -1.151362 1.482693
H: 0.682706 -0.057296 0.678929
H: 1.242287 -0.915334 -0.642029
C: 1.182052 0.176851 -0.322504
O: 0.474130 0.953844 -1.216397
Zn: -1.064954 1.606713 -1.303195
H: 2.181793 0.604743 -0.116798

Forces on the atoms, in the same order (eV/Å):
C -1.1 0.1 0.0
O 1.1 -0.1 0.0
H 0.4 1.1 -1.0
H 0.3 1.5 -0.4
C 0.2 -3.0 2.5
O 1.7 -0.2 -0.8
Zn -2.0 0.8 0.1
H -0.6 -0.1 -0.3

***

(2)
A molecular structure, C34H33Cl5N7O2S3Ti at a distorted geometry. Source: OMol25; level of theory: ωB97M-V/def2-TZVPD.

**Frontier orbital gap**: 7.38 eV
**HOMO level**: -10.818 eV
**Total charge**: +1

Atoms and positions in Å:
Ti: -0.100191 -0.268242 -1.317066
Cl: -3.946173 -1.118165 -1.042352
C: -3.314537 0.011780 -2.196858
C: -1.973262 0.390560 -2.175517
C: -1.625520 1.312246 -3.140908
Cl: 0.081922 1.718237 -3.166360
C: -2.465973 1.874442 -4.089103
Cl: -1.878138 3.018113 -5.224059
C: -3.795439 1.467351 -4.081731
Cl: -4.892835 2.117412 -5.222440
C: -4.217038 0.530913 -3.131678
Cl: -5.859767 0.034658 -3.138164
C: -2.293576 0.275474 5.521146
C: -2.865181 0.453578 4.107676
C: -4.397959 0.509533 4.176910
C: -2.347152 1.778145 3.544701
C: -2.469602 -0.730313 3.227617
C: -2.707518 -2.040832 3.685614
C: -2.457129 -3.148487 2.907055
C: -1.936708 -2.946278 1.633254
S: -1.624681 -4.118257 0.392582
C: -1.151745 -2.856442 -0.658864
N: -1.177123 -1.650990 -0.140581
C: -1.653901 -1.665144 1.171448
C: -1.939974 -0.556057 1.962300
C: -0.814677 -3.000403 -2.065981
C: -0.967114 -4.186699 -2.777109
C: -0.681786 -4.194708 -4.130769
C: -0.264596 -3.024615 -4.759004
C: -0.119586 -1.846498 -4.039243
C: -0.387979 -1.815958 -2.674132
H: -2.506234 1.163070 6.118644
H: -1.212008 0.132843 5.494193
H: -2.734672 -0.575056 6.038766
H: -4.717407 1.360631 4.780633
H: -4.806313 -0.395525 4.627242
H: -4.828869 0.614941 3.179784
H: -2.567858 2.580831 4.248588
H: -2.834322 2.033865 2.600709
H: -1.267937 1.748294 3.386893
H: -3.122157 -2.192198 4.671861
H: -2.673234 -4.142875 3.272157
H: -1.760032 0.431248 1.570699
H: -1.311612 -5.088651 -2.285281
H: -0.793249 -5.105927 -4.702068
H: -0.051425 -3.033731 -5.820061
H: 0.220885 -0.953660 -4.554333
N: -0.296927 1.809867 -0.106515
N: 0.292595 1.579341 1.153969
C: 1.169470 0.501750 1.202207
O: 1.992043 0.377677 2.074256
O: 0.978005 -0.339939 0.201531
H: 0.227268 2.566324 -0.564829
H: -1.258465 2.117205 0.025914
H: 0.623157 2.404348 1.639809
N: 2.875430 1.604926 -3.013370
C: 2.892111 0.265386 -2.980870
N: 2.177510 -0.477737 -2.169768
C: 2.607377 -1.816100 -2.272141
C: 2.246104 -2.844061 -1.408294
C: 2.729290 -4.118317 -1.645582
C: 3.580101 -4.377832 -2.720446
C: 3.991227 -3.351309 -3.553198
C: 3.505707 -2.076396 -3.302867
S: 3.948335 -0.583172 -4.082693
H: 2.551183 2.144704 -2.212957
H: 3.512444 2.083559 -3.627219
H: 1.621585 -2.636416 -0.548091
H: 2.455617 -4.922122 -0.975719
H: 3.944618 -5.381337 -2.888927
H: 4.685087 -3.533749 -4.361833
C: 4.679232 2.663771 2.535932
N: 3.780036 2.786345 1.398259
C: 3.066706 3.828749 0.981386
S: 2.291329 3.786913 -0.547980
N: 2.946137 4.942078 1.718828
C: 3.110343 5.109121 3.158032
H: 5.376448 1.861027 2.311089
H: 4.155450 2.410190 3.455835
H: 5.251961 3.578038 2.666321
H: 3.640262 1.952635 0.851052
H: 2.475885 5.683533 1.224537
H: 4.126479 5.378075 3.440022
H: 2.812922 4.207128 3.688197
H: 2.447290 5.913328 3.469348

Forces on the atoms, in the same order (eV/Å):
Ti 0.7 0.7 0.0
Cl -0.1 0.0 -0.1
C -0.1 0.0 0.1
C -0.2 0.0 -0.1
C -0.1 0.1 0.0
Cl -0.1 -0.2 -0.2
C 0.0 0.0 0.0
Cl 0.0 0.0 0.0
C 0.0 0.0 0.1
Cl 0.0 0.0 0.0
C 0.0 0.0 0.0
Cl 0.0 0.0 0.0
C 0.0 0.0 0.0
C 0.0 0.0 0.0
C 0.0 0.0 0.0
C 0.0 0.0 0.0
C 0.0 0.0 0.0
C 0.0 0.0 0.0
C 0.0 0.0 0.0
C 0.0 0.0 0.1
S 0.0 0.0 0.0
C -0.2 0.0 -0.2
N -0.1 -0.3 0.0
C 0.1 0.0 0.0
C 0.0 0.0 0.0
C -0.2 0.0 -0.1
C 0.1 0.0 0.0
C 0.0 0.0 0.0
C 0.0 0.0 0.0
C 0.1 0.0 0.0
C -0.1 -0.2 -0.1
H 0.0 0.0 0.0
H 0.0 0.0 0.0
H 0.0 0.0 0.0
H 0.0 0.0 0.0
H 0.0 0.0 0.0
H 0.0 0.0 0.0
H 0.0 0.0 0.0
H 0.0 0.0 0.0
H 0.0 0.0 0.0
H 0.0 0.0 0.0
H 0.0 0.0 0.0
H 0.0 0.0 0.0
H 0.0 0.0 0.0
H 0.0 0.0 0.0
H 0.0 0.0 0.0
H 0.0 0.0 0.0
N -0.1 -0.1 0.0
N 0.1 0.2 0.1
C 0.0 0.0 -0.1
O 0.0 0.0 0.0
O 0.2 0.1 0.7
H 0.0 -0.1 0.0
H 0.1 -0.1 0.0
H 0.0 0.0 -0.1
N -0.1 0.2 -0.1
C 0.0 0.0 0.0
N -0.2 -0.1 -0.2
C -0.1 0.0 0.3
C 0.0 0.0 0.0
C 0.0 0.0 0.0
C 0.0 0.0 0.0
C 0.0 0.0 0.0
C 0.1 0.0 0.0
S 0.0 0.0 0.0
H 0.2 -0.1 0.1
H 0.0 0.0 0.0
H 0.1 0.0 0.0
H 0.0 0.0 0.0
H 0.0 0.0 0.0
H 0.0 0.0 0.0
C 0.1 0.0 0.0
N -0.2 -0.1 0.0
C 0.1 0.0 0.0
S -0.1 0.1 0.0
N 0.0 0.0 -0.1
C 0.0 0.0 0.0
H 0.0 0.0 0.0
H 0.0 0.0 0.0
H 0.0 0.0 0.0
H 0.0 0.0 0.0
H 0.0 0.0 0.0
H 0.0 0.0 0.0
H 0.0 0.0 0.0
H 0.0 0.0 0.0

***

(3)
A molecular structure, C33H32LiN3OPS. Source: OMol25; level of theory: ωB97M-V/def2-TZVPD.

**Frontier orbital gap**: 4.92 eV
**HOMO level**: -2.451 eV
**Total charge**: -1

Atoms and positions in Å:
Li: -0.326037 1.843278 -0.141230
C: -0.203090 2.950204 2.494405
N: 0.473446 1.891159 1.762768
C: 1.912004 1.937765 1.990785
C: -0.071515 0.565795 2.080171
C: -1.280583 0.255146 1.233074
C: -2.553726 0.473999 1.747321
C: -3.678219 0.263768 0.967945
C: -3.520383 -0.145522 -0.345681
C: -2.249218 -0.388384 -0.851730
C: -1.102812 -0.229222 -0.074512
H: -0.054145 2.841252 3.581278
H: -1.272925 2.930215 2.284804
H: 0.191525 3.910696 2.163466
H: 2.153079 1.757201 3.050778
H: 2.275475 2.920768 1.697557
H: 2.405566 1.183998 1.379657
H: -0.294361 0.457352 3.152952
H: 0.716307 -0.150900 1.840536
H: -2.652437 0.810291 2.774005
H: -4.666183 0.425648 1.380050
H: -4.386342 -0.290889 -0.981128
H: -2.162577 -0.743880 -1.866753
S: 1.168858 4.579355 -0.487412
C: -0.563639 4.675252 -0.553336
C: -1.218116 5.925875 -0.614564
C: -2.585266 5.992601 -0.601461
C: -3.337635 4.814714 -0.542796
C: -2.638928 3.627941 -0.506740
N: -1.305722 3.549480 -0.518008
H: -0.613158 6.820250 -0.660767
H: -3.076502 6.958093 -0.636692
H: -4.417714 4.819303 -0.530249
H: -3.159678 2.676193 -0.470540
O: 0.720653 1.486988 -1.633641
N: 1.478962 0.371153 -1.230856
C: 2.816094 0.587262 -0.969196
C: 3.351370 -0.510491 -0.360373
C: 4.685359 -0.669715 0.142356
C: 5.069110 -1.831408 0.721150
C: 4.148978 -2.924196 0.849351
C: 2.855107 -2.770001 0.451319
C: 2.384521 -1.557431 -0.129861
P: 0.723968 -1.165377 -0.542118
C: -0.088783 -2.527323 0.568347
C: 0.314868 -2.677332 1.891690
C: -0.361853 -3.503938 2.777165
C: -1.469076 -4.220989 2.357147
C: -1.888529 -4.097758 1.038414
C: -1.210634 -3.259916 0.168641
C: 0.301573 -1.844649 -2.194126
C: 0.494554 -3.196602 -2.454776
C: 0.299793 -3.712905 -3.726603
C: -0.084034 -2.878379 -4.765823
C: -0.239265 -1.520670 -4.527560
C: -0.030887 -1.005542 -3.256512
H: 1.217596 2.331329 -1.430320
H: 3.234150 1.579939 -1.054836
H: 5.384693 0.153457 0.034874
H: 6.084779 -1.939864 1.086646
H: 4.484179 -3.871215 1.253436
H: 2.180290 -3.612094 0.554172
H: 1.192796 -2.146286 2.242507
H: -0.015992 -3.590706 3.800551
H: -1.996507 -4.870417 3.045038
H: -2.755270 -4.647181 0.689432
H: -1.583685 -3.163738 -0.841845
H: 0.812199 -3.858525 -1.660121
H: 0.448866 -4.770760 -3.903179
H: -0.236156 -3.280125 -5.759828
H: -0.508769 -0.852235 -5.336717
H: -0.120332 0.058849 -3.091898

Forces on the atoms, in the same order (eV/Å):
Li 0.0 0.7 0.0
C 0.0 0.0 0.0
N -0.1 -0.2 -0.1
C 0.0 0.0 0.1
C 0.2 -0.2 0.1
C 0.0 -0.1 0.1
C 0.0 0.1 0.0
C -0.1 0.0 0.0
C 0.0 0.0 -0.1
C 0.0 0.0 0.0
C 0.4 -0.3 -0.1
H 0.0 0.0 0.0
H 0.0 0.0 0.0
H 0.0 0.0 0.0
H 0.0 0.0 0.0
H 0.0 0.0 0.0
H 0.0 0.0 0.0
H 0.0 0.1 0.0
H -0.1 0.0 0.0
H 0.0 0.0 0.0
H 0.0 0.0 0.0
H 0.0 0.0 0.0
H 0.0 -0.1 -0.1
S -0.2 -0.2 -0.2
C 0.4 0.0 0.0
C 0.1 0.1 0.0
C -0.2 0.0 0.0
C 0.1 0.0 0.0
C -0.1 0.1 -0.1
N 0.0 -0.2 0.2
H 0.0 0.0 0.0
H 0.0 0.0 0.0
H 0.0 0.0 0.0
H 0.0 0.0 0.0
O 0.1 0.5 -0.2
N -0.1 -0.2 0.2
C 0.0 -0.1 0.0
C 0.2 0.2 0.0
C 0.0 0.1 -0.1
C 0.0 -0.1 0.0
C 0.1 0.0 0.0
C 0.0 -0.1 -0.1
C 0.2 -0.3 0.0
P -0.4 0.5 0.1
C -0.2 -0.1 -0.2
C 0.1 0.1 0.1
C 0.0 0.0 0.1
C 0.0 0.0 -0.1
C 0.0 -0.1 0.1
C 0.0 0.1 0.0
C 0.0 0.0 -0.1
C 0.0 -0.1 0.0
C 0.0 0.0 0.0
C 0.0 0.0 0.0
C 0.0 0.0 0.0
C -0.1 -0.1 0.0
H -0.1 -0.4 0.0
H 0.0 0.0 0.0
H 0.0 0.0 0.0
H 0.0 0.0 0.0
H 0.0 0.0 0.0
H 0.1 0.0 0.0
H 0.0 0.0 0.0
H 0.0 0.0 0.0
H 0.0 0.0 0.0
H 0.0 0.0 0.0
H 0.0 0.0 -0.1
H 0.0 0.0 0.1
H 0.0 0.0 0.0
H 0.0 0.0 0.0
H 0.0 0.0 0.0
H 0.0 0.0 0.0

***

(4)
2 unconnected molecules or ions with the total composition H5N3S2 at a distorted geometry. Source: OMol25; level of theory: ωB97M-V/def2-TZVPD.

**Frontier orbital gap (spin up / spin down)**: 6.32 / 8.61 eV
**HOMO level (spin up / spin down)**: -7.522 / -7.965 eV
**Total charge**: 0

Atoms and positions in Å:
N: 1.384410 -0.494000 -0.536534
N: -0.704406 1.311820 1.022561
N: 0.833187 -1.485511 0.083800
S: -0.962037 1.090098 -0.691282
S: -1.957226 -0.628056 -0.811611
H: 1.379199 0.369383 0.052091
H: 1.411321 -0.506315 -1.575627
H: -0.911405 0.467585 1.574395
H: -0.998461 2.124652 1.370546
H: 0.525418 -2.249656 -0.488338

Forces on the atoms, in the same order (eV/Å):
N -0.2 0.1 -0.4
N 1.8 -4.5 -2.3
N -0.5 0.2 1.5
S -0.8 -0.8 1.1
S 0.7 0.8 0.1
H 0.3 -0.8 -1.3
H 0.1 0.7 1.2
H 0.0 0.7 -0.5
H -1.7 3.8 1.6
H 0.2 -0.2 -1.0

***

(5)
A molecular structure, C25H29Br2N4OTi. Source: OMol25; level of theory: ωB97M-V/def2-TZVPD.

**Frontier orbital gap**: 6.45 eV
**HOMO level**: -3.889 eV
**Total charge**: -1

Atoms and positions in Å:
Ti: -0.234353 1.272897 0.005220
O: 3.484811 2.168679 1.733489
C: 2.338439 1.806460 1.460831
N: 1.844220 1.481228 0.270780
C: 2.634718 1.884670 -0.863964
C: 1.876623 1.624372 -2.130747
C: 2.525534 1.440963 -3.345595
C: 1.772044 1.271467 -4.490397
C: 0.385650 1.270769 -4.394581
C: -0.185284 1.393533 -3.144046
N: 0.545777 1.547557 -2.036925
C: 1.294654 1.737015 2.549607
C: 1.616404 1.962301 3.874150
C: 0.599442 1.949664 4.813260
C: -0.704618 1.723857 4.399230
C: -0.948605 1.508995 3.055007
N: 0.036964 1.505310 2.157598
H: 3.608433 1.386612 -0.900771
H: 2.826470 2.965733 -0.811258
H: 3.606652 1.443133 -3.373087
H: 2.255859 1.133332 -5.449238
H: -0.244390 1.150669 -5.264223
H: -1.258348 1.366793 -3.004419
H: 2.650360 2.158051 4.119385
H: 0.817430 2.128654 5.858805
H: -1.530532 1.729063 5.095908
H: -1.949918 1.363556 2.669959
Br: -2.708665 1.950336 -0.102607
C: -3.396612 3.768318 0.775483
Br: 0.085520 4.034620 -0.056723
H: -4.398905 3.672279 0.317910
H: -2.838330 4.458309 0.129458
C: -3.084506 -0.907481 -1.877956
C: -3.077800 -1.823780 -0.655276
C: -3.553385 -1.202530 0.660003
C: -1.747076 -2.520230 -0.462579
C: -1.788803 -3.907534 -0.557582
C: -0.674710 -4.696992 -0.360185
C: 0.512350 -4.066130 -0.047194
C: 0.617199 -2.683383 0.058579
C: 1.996156 -2.167798 0.415591
C: 2.611199 -1.389888 -0.746917
C: 1.997194 -1.445730 1.761634
C: -0.523236 -1.853980 -0.163918
N: -0.441181 -0.456496 -0.097209
H: -4.031534 -0.371149 -1.964380
H: -2.938289 -1.507580 -2.780431
H: -2.286285 -0.176427 -1.825197
H: -3.794232 -2.619326 -0.884856
H: -2.806465 -0.531779 1.075573
H: -3.737625 -1.999295 1.385356
H: -4.475672 -0.635683 0.522026
H: -2.740307 -4.373772 -0.790027
H: -0.731556 -5.775476 -0.439847
H: 1.404126 -4.658991 0.125818
H: 2.620155 -3.057448 0.548279
H: 1.920450 -0.635485 -1.107822
H: 2.829001 -2.072925 -1.572261
H: 3.539565 -0.900182 -0.444907
H: 1.217935 -0.694468 1.791133
H: 2.958629 -0.964090 1.954386
H: 1.801255 -2.163197 2.562681

Forces on the atoms, in the same order (eV/Å):
Ti 0.3 -0.2 0.0
O 0.0 0.0 0.0
C 0.0 0.0 0.0
N -0.3 0.1 0.0
C 0.0 0.0 0.0
C 0.2 -0.2 0.2
C -0.1 0.2 -0.1
C 0.0 0.0 0.0
C 0.0 0.0 0.0
C 0.0 0.0 -0.1
N 0.0 -0.2 0.0
C 0.0 0.0 0.0
C 0.0 0.0 0.0
C 0.0 0.0 0.0
C 0.0 0.0 0.0
C 0.0 0.0 0.0
N 0.0 0.0 -0.2
H 0.0 0.0 0.0
H 0.0 0.0 0.0
H 0.0 0.0 0.0
H 0.0 0.0 0.0
H 0.0 0.0 0.0
H 0.0 0.0 0.0
H 0.0 0.0 0.0
H 0.0 0.0 0.0
H 0.0 0.0 0.0
H 0.0 0.0 0.0
Br -0.1 0.2 0.0
C 0.0 -0.3 0.1
Br 0.0 0.0 0.0
H 0.0 0.1 0.0
H 0.0 0.0 0.0
C 0.0 0.0 0.0
C 0.0 0.0 0.0
C 0.0 0.0 0.0
C 0.0 0.0 0.0
C 0.0 0.0 0.0
C 0.0 0.0 0.0
C 0.0 0.0 0.0
C 0.0 0.0 0.0
C 0.0 0.0 0.0
C 0.0 0.0 0.0
C 0.0 0.0 0.0
C 0.0 0.0 -0.1
N 0.0 0.3 0.1
H 0.0 0.0 0.0
H 0.0 0.0 0.0
H 0.0 0.0 0.0
H 0.0 0.0 0.0
H 0.0 0.0 0.0
H 0.0 0.0 0.0
H 0.0 0.0 0.0
H 0.0 0.0 0.0
H 0.0 0.0 0.0
H 0.0 0.0 0.0
H 0.0 0.0 0.0
H 0.0 0.0 0.0
H 0.0 0.0 0.0
H 0.0 0.0 0.0
H 0.0 0.0 0.0
H 0.0 0.0 0.0
H 0.0 0.0 0.0

***

What is the total charge in the third record? -1